Record 1
Formula: C51H84AsGeN8O7S6Si4Ti
Source: the Open Molecules 2025 dataset
Level of theory: ωB97M-V with the def2-TZVPD basis set

Electronic energy ... -317502.1466 eV
Molar mass ... 1421.43 g mol⁻¹
2S+1 ... 4
Charge ... -2
Gap between HOMO and LUMO (spin up / spin down) ... 5.239 / 5.998 eV

CARTESIAN COORDINATES (ANGSTROEM)
Ti (-0.485, 0.500, 0.159)
N (-3.382, -2.048, -3.558)
C (-3.808, -1.555, -2.381)
N (-2.965, -0.673, -1.921)
C (-1.961, -0.654, -2.860)
N (-2.201, -1.482, -3.885)
C (-0.892, 0.282, -2.831)
C (-0.164, 0.496, -4.008)
N (0.517, 1.588, -4.276)
C (0.422, 2.544, -3.312)
C (-0.171, 2.326, -2.101)
N (-0.759, 1.153, -1.746)
H (-3.746, -2.806, -4.112)
H (-4.713, -1.859, -1.898)
H (-0.221, -0.255, -4.786)
H (0.864, 3.503, -3.545)
H (-0.236, 3.134, -1.379)
C (4.216, 6.235, -1.892)
C (4.221, 5.311, -0.673)
C (3.603, 3.996, -0.979)
N (2.455, 3.650, -0.538)
N (2.043, 2.446, -0.914)
C (2.879, 1.819, -1.684)
N (2.609, 0.660, -2.266)
S (4.337, 2.777, -2.025)
H (4.680, 7.191, -1.651)
H (3.195, 6.415, -2.220)
H (4.764, 5.772, -2.711)
H (3.634, 5.756, 0.134)
H (5.245, 5.162, -0.316)
H (1.934, 0.050, -1.765)
H (3.355, 0.110, -2.661)
C (2.753, 3.070, 3.985)
O (3.584, 2.504, 2.995)
C (3.099, 1.764, 2.001)
S (4.239, 1.075, 1.017)
S (1.434, 1.570, 1.691)
H (3.311, 3.002, 4.919)
H (1.823, 2.510, 4.084)
H (2.545, 4.117, 3.743)
C (0.879, -5.332, -0.457)
C (1.907, -5.103, -1.569)
C (1.253, -4.565, -2.841)
C (2.632, -6.423, -1.882)
O (2.879, -4.215, -1.095)
Si (2.996, -2.571, -1.035)
S (1.253, -1.546, -0.603)
O (3.501, -2.019, -2.506)
C (4.658, -2.289, -3.261)
C (4.208, -2.729, -4.662)
C (5.475, -0.993, -3.370)
C (5.536, -3.375, -2.644)
O (4.301, -2.384, -0.074)
C (4.564, -2.902, 1.208)
C (5.004, -4.367, 1.093)
C (5.704, -2.069, 1.800)
C (3.319, -2.793, 2.080)
H (0.105, -6.026, -0.773)
H (0.412, -4.385, -0.199)
H (1.379, -5.727, 0.428)
H (0.548, -5.286, -3.248)
H (2.022, -4.356, -3.582)
H (0.736, -3.636, -2.622)
H (1.918, -7.175, -2.211)
H (3.144, -6.785, -0.992)
H (3.371, -6.267, -2.666)
H (3.451, -2.043, -5.034)
H (3.781, -3.728, -4.618)
H (5.052, -2.742, -5.349)
H (4.949, -0.255, -3.974)
H (6.439, -1.194, -3.837)
H (5.640, -0.586, -2.375)
H (4.948, -4.270, -2.470)
H (5.914, -3.028, -1.688)
H (6.370, -3.610, -3.306)
H (5.924, -4.443, 0.515)
H (4.230, -4.936, 0.588)
H (5.172, -4.786, 2.083)
H (6.590, -2.142, 1.169)
H (5.946, -2.417, 2.802)
H (5.403, -1.027, 1.844)
H (2.519, -3.401, 1.663)
H (2.989, -1.757, 2.094)
H (3.513, -3.106, 3.101)
C (-2.613, -5.903, -1.259)
C (-2.072, -4.885, -2.024)
C (-1.841, -3.638, -1.464)
C (-2.194, -3.349, -0.156)
C (-2.714, -4.394, 0.602)
C (-2.908, -5.655, 0.070)
Ge (-2.112, -1.474, 0.614)
C (-4.144, -1.245, 0.713)
C (-5.062, -2.285, 0.613)
C (-6.414, -2.094, 0.832)
C (-6.889, -0.838, 1.175)
C (-5.997, 0.215, 1.264)
C (-4.649, 0.011, 1.016)
C (-2.040, -2.116, 2.527)
C (-1.006, -2.950, 2.933)
C (-0.956, -3.465, 4.215)
C (-1.929, -3.117, 5.136)
C (-2.951, -2.263, 4.760)
C (-3.004, -1.775, 3.469)
H (-2.781, -6.887, -1.686)
H (-1.816, -5.067, -3.060)
H (-1.355, -2.877, -2.057)
H (-2.965, -4.215, 1.640)
H (-3.303, -6.452, 0.690)
H (-4.710, -3.277, 0.361)
H (-7.104, -2.927, 0.746)
H (-7.944, -0.680, 1.366)
H (-6.361, 1.199, 1.529)
H (-3.955, 0.852, 1.067)
H (-0.223, -3.209, 2.228)
H (-0.150, -4.125, 4.503)
H (-1.880, -3.491, 6.152)
H (-3.715, -1.976, 5.476)
H (-3.815, -1.115, 3.191)
C (-4.442, 4.533, 2.319)
Si (-3.039, 3.231, 2.687)
C (-3.923, 1.896, 3.758)
C (-1.931, 4.087, 4.017)
As (-1.766, 2.588, 0.676)
Si (-3.505, 3.346, -1.025)
C (-3.100, 2.945, -2.874)
C (-5.286, 2.592, -0.891)
C (-3.931, 5.253, -1.216)
Si (-0.801, 5.019, 0.650)
C (-0.147, 5.663, -1.070)
C (0.735, 4.983, 1.801)
C (-1.729, 6.649, 1.262)
H (-4.811, 4.973, 3.239)
H (-5.281, 4.077, 1.809)
H (-4.065, 5.326, 1.687)
H (-4.245, 2.317, 4.706)
H (-3.219, 1.099, 3.976)
H (-4.792, 1.455, 3.285)
H (-2.500, 4.316, 4.914)
H (-1.469, 5.005, 3.678)
H (-1.146, 3.392, 4.300)
H (-2.920, 1.884, -2.999)
H (-2.225, 3.473, -3.234)
H (-3.933, 3.208, -3.518)
H (-5.239, 1.510, -0.948)
H (-5.908, 2.937, -1.711)
H (-5.787, 2.855, 0.032)
H (-3.043, 5.846, -1.392)
H (-4.433, 5.655, -0.346)
H (-4.593, 5.386, -2.064)
H (0.806, 5.192, -1.283)
H (0.020, 6.736, -1.050)
H (-0.821, 5.444, -1.892)
H (1.518, 4.414, 1.313)
H (0.501, 4.483, 2.734)
H (1.130, 5.969, 2.033)
H (-2.449, 7.013, 0.540)
H (-0.989, 7.432, 1.403)
H (-2.241, 6.514, 2.206)
O (2.289, 0.298, 4.442)
S (1.474, -0.808, 3.929)
O (1.326, -1.869, 4.915)
O (-0.272, -0.020, 3.939)
S (-0.840, 0.799, 2.718)


Record 2
Formula: C51H89BBrClFN9O14Si
Source: the Open Molecules 2025 dataset
Level of theory: ωB97M-V with the def2-TZVPD basis set

Electronic energy ... -190249.8747 eV
Molar mass ... 1225.57 g mol⁻¹
2S+1 ... 1
Charge ... 0
Gap between HOMO and LUMO ... 8.073 eV

CARTESIAN COORDINATES (ANGSTROEM)
C (-1.315, -4.439, -1.103)
C (-1.174, -4.972, 0.341)
C (-0.943, -3.843, 1.380)
O (-2.154, -3.117, 1.450)
C (-2.155, -2.120, 2.465)
C (-0.953, -1.171, 2.476)
C (-0.582, -0.530, 1.271)
C (-1.298, -0.772, -0.058)
C (-2.791, -0.329, -0.069)
O (-2.937, 0.901, -0.811)
Si (-3.504, 2.108, 0.251)
C (-2.328, 2.448, 1.690)
C (-5.205, 1.658, 0.993)
C (-3.574, 3.693, -0.798)
C (0.503, 0.367, 1.275)
C (1.237, 0.615, 2.448)
C (0.867, -0.005, 3.675)
C (1.686, 0.355, 4.909)
C (3.175, -0.117, 4.807)
C (3.321, -1.462, 4.083)
F (4.693, -1.757, 4.061)
C (-0.225, -0.880, 3.649)
B (-0.660, -1.557, 5.037)
N (-1.978, -1.349, 5.586)
O (0.287, -2.325, 5.744)
C (2.434, 1.577, 2.321)
O (2.721, 2.408, 3.140)
C (3.220, 1.429, 1.004)
C (4.623, 1.505, 0.925)
Br (5.659, 1.822, 2.527)
C (5.272, 1.326, -0.331)
N (6.675, 1.362, -0.441)
C (4.502, 1.104, -1.489)
C (5.146, 0.916, -2.874)
C (6.254, 1.979, -3.219)
C (7.659, 1.327, -3.225)
C (8.432, 1.503, -4.534)
O (8.067, 2.101, -5.501)
O (9.671, 0.887, -4.580)
C (3.101, 1.028, -1.389)
Cl (2.095, 0.715, -2.795)
C (2.476, 1.178, -0.157)
C (0.959, 1.130, 0.045)
O (0.230, 1.714, -0.713)
H (-1.602, -5.210, -1.832)
H (-0.371, -3.987, -1.465)
H (-2.068, -3.634, -1.180)
H (-2.115, -5.508, 0.563)
H (-0.370, -5.724, 0.357)
H (-0.715, -4.357, 2.337)
H (-0.089, -3.250, 1.006)
H (-3.047, -1.499, 2.275)
H (-2.342, -2.630, 3.426)
H (-1.217, -1.852, -0.253)
H (-0.813, -0.282, -0.911)
H (-3.389, -1.148, -0.499)
H (-3.104, -0.111, 0.967)
H (-2.842, 3.136, 2.390)
H (-2.128, 1.540, 2.290)
H (-1.369, 2.900, 1.395)
H (-5.849, 2.541, 1.083)
H (-5.643, 0.845, 0.390)
H (-4.979, 1.206, 1.979)
H (-4.627, 4.014, -0.848)
H (-3.210, 3.465, -1.813)
H (-2.981, 4.482, -0.316)
H (1.652, 1.452, 5.000)
H (1.305, -0.036, 5.861)
H (3.821, 0.679, 4.416)
H (3.510, -0.287, 5.848)
H (2.789, -2.221, 4.678)
H (2.987, -1.409, 3.038)
H (-2.717, -1.795, 5.058)
H (-2.006, -1.609, 6.568)
H (0.710, -2.873, 5.068)
H (7.111, 1.826, 0.349)
H (7.036, 0.409, -0.565)
H (5.537, -0.118, -2.889)
H (4.395, 0.969, -3.674)
H (6.024, 2.404, -4.207)
H (6.164, 2.780, -2.470)
H (7.640, 0.246, -3.006)
H (8.247, 1.778, -2.406)
H (9.905, 0.721, -3.652)
C (6.744, 7.774, 2.649)
N (6.991, 6.576, 1.868)
C (6.782, 5.282, 2.232)
C (6.223, 5.031, 3.615)
O (7.043, 4.377, 1.453)
H (6.031, 8.405, 2.116)
H (7.681, 8.321, 2.768)
H (6.345, 7.537, 3.629)
H (7.364, 6.678, 0.937)
H (6.106, 3.960, 3.769)
H (6.906, 5.420, 4.371)
H (5.245, 5.503, 3.716)
C (-3.102, -1.833, -5.347)
N (-3.579, -2.545, -4.176)
C (-4.247, -2.038, -3.107)
C (-4.540, -0.562, -3.109)
O (-4.588, -2.776, -2.189)
H (-3.568, -2.269, -6.232)
H (-2.019, -1.960, -5.410)
H (-3.337, -0.775, -5.304)
H (-3.413, -3.538, -4.115)
H (-5.074, -0.299, -2.200)
H (-3.607, 0.001, -3.137)
H (-5.164, -0.302, -3.968)
C (-7.665, 1.060, 6.287)
N (-6.654, 0.879, 5.262)
C (-5.355, 0.511, 5.422)
C (-4.872, 0.250, 6.832)
O (-4.623, 0.402, 4.450)
H (-8.495, 0.379, 6.092)
H (-8.031, 2.087, 6.249)
H (-7.270, 0.861, 7.278)
H (-6.912, 1.038, 4.300)
H (-3.824, -0.033, 6.806)
H (-4.974, 1.152, 7.437)
H (-5.443, -0.567, 7.277)
C (-8.225, -6.078, 0.142)
N (-9.084, -4.941, -0.127)
C (-8.846, -3.892, -0.964)
C (-7.539, -3.884, -1.715)
O (-9.674, -3.003, -1.084)
H (-8.752, -6.996, -0.128)
H (-7.990, -6.104, 1.208)
H (-7.300, -6.022, -0.423)
H (-9.973, -4.888, 0.344)
H (-7.484, -2.996, -2.337)
H (-6.701, -3.867, -1.017)
H (-7.470, -4.764, -2.357)
C (3.703, 6.631, -4.293)
N (3.944, 5.416, -5.047)
C (3.692, 4.133, -4.669)
C (3.087, 3.910, -3.307)
O (3.953, 3.207, -5.421)
H (3.021, 7.271, -4.857)
H (4.649, 7.157, -4.153)
H (3.268, 6.419, -3.322)
H (4.349, 5.494, -5.967)
H (2.948, 2.842, -3.157)
H (3.755, 4.290, -2.531)
H (2.115, 4.402, -3.236)
C (7.092, -2.896, 2.957)
N (7.399, -2.016, 1.849)
C (7.964, -2.299, 0.663)
C (8.367, -3.723, 0.381)
O (8.129, -1.389, -0.147)
H (6.023, -2.828, 3.114)
H (7.615, -2.548, 3.849)
H (7.373, -3.926, 2.759)
H (7.163, -1.040, 1.942)
H (8.804, -3.783, -0.612)
H (9.109, -4.056, 1.109)
H (7.493, -4.375, 0.417)
C (-7.884, -2.867, -8.439)
N (-7.185, -1.705, -7.926)
C (-6.540, -1.574, -6.736)
C (-6.531, -2.765, -5.811)
O (-5.993, -0.521, -6.443)
H (-7.422, -3.175, -9.379)
H (-8.926, -2.602, -8.627)
H (-7.850, -3.696, -7.740)
H (-7.153, -0.873, -8.495)
H (-5.984, -2.515, -4.908)
H (-7.551, -3.034, -5.535)
H (-6.036, -3.609, -6.294)